Density functional theory data (wB97M-V/def2-TZVPD) for a structure of composition C48H31N2O10P3S.

Last column: Mulliken charge in e.
Positions of all 95 atoms, in Å:
O 4.3139 -0.1478 2.8851  -0.672
P 3.5828 -0.4924 1.6488  0.786
C 4.6739 -0.4550 0.1572  0.602
C 4.5472 0.4542 -0.8890  0.057
P 3.3118 1.8352 -1.0275  -0.214
P 3.2426 2.9859 0.8276  0.770
O 4.3376 2.6299 1.7271  -0.576
O 3.3461 4.5897 0.4925  -0.478
O 1.7410 2.7999 1.4866  -0.484
C 5.4812 0.3376 -2.0124  -0.684
C 6.4597 -0.6112 -2.0741  -0.814
C 6.6187 -1.5339 -0.9901  0.473
N 7.5247 -2.5170 -0.8233  -0.656
S 7.2098 -3.1902 0.6079  0.188
N 5.9150 -2.3519 1.1291  -0.517
C 5.7142 -1.4632 0.1409  0.593
H 2.4684 0.3253 1.3508  -0.038
H 3.0736 -1.8192 1.7626  0.005
H 2.0211 1.2679 -1.2455  0.150
H 2.8645 5.0008 1.2344  0.325
H 1.2291 2.3322 0.8015  0.312
H 5.4067 1.0471 -2.8428  0.384
H 7.1326 -0.6426 -2.9382  0.399
C 1.4764 5.1599 -2.6766  -0.036
C 1.0082 5.3357 -3.9754  -0.709
C 0.1998 6.4189 -4.2822  -0.664
C -0.1539 7.3250 -3.2886  0.281
C 0.2972 7.1341 -1.9809  0.161
C 1.1215 6.0559 -1.6826  -0.726
C -0.1095 8.0645 -0.8945  0.583
O 0.2859 7.9008 0.2423  -0.663
C -1.0175 9.1945 -1.2272  0.148
C -1.4544 10.0418 -0.2153  -0.517
C -2.2898 11.1055 -0.5151  -0.481
C -2.6860 11.3336 -1.8296  -0.463
C -2.2580 10.4892 -2.8410  -0.555
C -1.4309 9.4123 -2.5431  0.137
C -1.0072 8.4931 -3.6330  0.588
O -1.3555 8.6891 -4.7800  -0.666
H 2.1147 4.3177 -2.4390  0.387
H 1.2766 4.6269 -4.7489  0.423
H -0.1591 6.5570 -5.2939  0.486
H 1.4831 5.9128 -0.6741  0.622
H -1.1453 9.8688 0.8074  0.466
H -2.6329 11.7612 0.2755  0.401
H -3.3333 12.1697 -2.0631  0.398
H -2.5710 10.6656 -3.8619  0.468
C -4.3648 3.0204 -3.1406  -0.561
C -5.4755 2.1822 -3.1652  -0.472
C -5.4000 0.9107 -2.6191  -0.585
C -4.2101 0.4665 -2.0559  0.319
C -3.0887 1.2989 -2.0526  0.042
C -3.1739 2.5802 -2.5864  -0.666
C -1.7960 0.8234 -1.4991  0.417
O -0.8202 1.5505 -1.4926  -0.709
C -1.7136 -0.5593 -0.9609  0.211
C -0.4966 -1.0404 -0.4904  -0.199
C -0.4102 -2.3225 0.0261  -0.773
C -1.5420 -3.1296 0.0840  -0.447
C -2.7564 -2.6577 -0.3887  -0.939
C -2.8448 -1.3761 -0.9207  0.406
C -4.1462 -0.8937 -1.4566  0.515
O -5.1341 -1.5971 -1.4107  -0.673
H -4.4285 4.0167 -3.5598  0.436
H -6.4019 2.5236 -3.6099  0.394
H -6.2667 0.2627 -2.6348  0.475
H -2.3096 3.2320 -2.5731  0.701
H 0.3863 -0.4147 -0.5306  0.511
H 0.5401 -2.6963 0.3873  0.492
H -1.4741 -4.1301 0.4951  0.653
H -3.6346 -3.2885 -0.3471  0.483
C -4.1772 -10.0214 3.9486  -0.455
C -4.3721 -8.9874 3.0379  -0.521
C -3.3014 -8.2070 2.6334  -0.503
C -2.0322 -8.4490 3.1463  0.252
C -1.8415 -9.4714 4.0780  0.220
C -2.9156 -10.2627 4.4679  -0.608
C -0.5002 -9.7136 4.6741  0.550
O -0.3329 -10.6047 5.4812  -0.664
C 0.6292 -8.8357 4.2672  0.287
C 1.8767 -9.0094 4.8552  -0.588
C 2.9397 -8.2062 4.4751  -0.493
C 2.7637 -7.2309 3.4982  -0.507
C 1.5213 -7.0501 2.9129  -0.554
C 0.4482 -7.8441 3.3011  0.171
C -0.8882 -7.6163 2.6908  0.463
O -1.0440 -6.7620 1.8401  -0.691
H -5.0136 -10.6362 4.2569  0.395
H -5.3611 -8.7926 2.6426  0.404
H -3.4543 -7.4067 1.9211  0.516
H -2.7674 -11.0639 5.1801  0.471
H 2.0174 -9.7692 5.6130  0.471
H 3.9092 -8.3399 4.9383  0.394
H 3.5974 -6.6086 3.1974  0.440
H 1.3856 -6.2878 2.1568  0.544

Cartesian forces (eV/Å) of the 6 atoms listed first:
-0.248 -0.047 -0.060
1.169 -0.026 0.963
-0.886 0.130 -0.136
0.509 -1.034 0.502
0.451 0.524 -1.486
0.099 0.547 1.412

Results
Net charge = 0
Kohn-Sham gap = 8.1 eV
LUMO level = -0.0514 Ha

---

Density functional theory data (wB97M-V/def2-TZVPD) for a structure of composition C6H22BO11PdS2.

Last column: Mulliken charge in e.
Positions of all 43 atoms, in Å:
Pd -0.5531 0.4095 0.0475  0.260
B -1.9210 1.6657 -1.3475  1.881
H -0.8623 1.8728 -1.3241  -0.620
H -2.2399 1.5359 -0.3249  -0.299
H -2.4177 2.5530 -1.7084  -0.248
H -2.1719 0.8218 -1.9714  -0.557
S -2.8098 -2.3155 -0.1049  1.032
O -1.7628 -1.3599 -0.1551  -0.148
O -4.1168 -1.6067 -0.4000  -0.775
O -2.5869 -3.5339 -0.8973  -0.766
O -2.9946 -2.6812 1.3025  -0.770
S -2.6083 0.6612 2.5730  0.907
O -2.6730 -0.4405 3.4830  -0.728
O -1.3610 0.6333 1.8365  -0.838
O -3.6403 0.4598 1.5936  -0.681
O -2.8593 1.9499 3.2228  -0.795
C 0.6142 -2.8733 -1.6671  -1.323
C 1.2380 -1.5463 -2.0677  -0.262
O 0.2340 -0.5652 -1.7971  -0.280
H 1.3309 -3.6619 -1.8961  0.443
H -0.2527 -3.1533 -2.2655  0.448
H 0.3531 -2.9765 -0.6138  0.182
H 1.4008 -1.5336 -3.1454  0.287
H 2.2318 -1.3634 -1.6590  0.277
H -0.6289 -0.8670 -2.0901  0.172
C 1.4720 3.8171 -1.6232  -1.185
C 1.7800 2.5596 -0.8519  -0.053
O 0.9033 2.4235 0.2631  -0.182
H 1.9579 3.8522 -2.5983  0.337
H 1.5666 4.7194 -1.0191  0.347
H 0.4085 3.7182 -1.8408  0.238
H 2.8023 2.6663 -0.4893  0.455
H 1.7824 1.7059 -1.5296  -0.019
H 0.9903 3.0712 0.9663  0.176
C 2.4038 -1.9186 2.6471  -1.319
C 1.4182 -0.8060 2.2502  -0.324
O 1.4259 -0.2002 0.9256  -0.048
H 2.2105 -2.6204 1.8358  0.315
H 2.1757 -2.2989 3.6428  0.383
H 3.3918 -1.4778 2.5139  0.321
H 1.5644 -0.0001 2.9695  0.406
H 0.4390 -1.1550 2.5779  0.269
H 2.3652 -0.1409 0.7366  0.087

Cartesian forces (eV/Å) of the 6 atoms listed first:
-2.009 -0.189 -0.031
0.154 -0.297 -0.984
4.335 1.265 -0.924
-1.679 -0.685 3.965
-1.941 3.614 -1.156
-0.906 -3.152 -2.468

Results
Net charge = -3
Kohn-Sham gap (alpha / beta) = 2.7 / 2.7 eV
Spin multiplicity = 3
LUMO level (alpha / beta) = 0.2263 / 0.2259 Ha
ΔE to the lowest compared entry with this formula, charge and spin = 81.9 kcal per mole
⟨S²⟩ = 2.00

---

Record order is preserved below.
Energy: -112438.81688, -54916.03511 eV